The following is a DFT calculation (ωB97M-V/def2-TZVPD) of 2 unconnected molecules or ions with the total composition C16H29NO6S.

Values from the calculation:
Highest occupied orbital energy = -0.34733 Eh
Orbital gap = 9.9 eV

```
53
Properties=species:S:1:pos:R:3:forces:R:3
S 4.31890 0.06544 2.53617 0.2 0.3 0.0
O -6.11435 1.79405 -0.02683 0.0 0.1 0.0
O 5.00645 -0.50260 1.14521 0.1 -0.2 -0.1
O -4.34218 3.09144 1.94036 0.0 -0.1 -0.1
O 3.67888 1.46977 1.93135 -0.2 -0.3 -0.1
O 5.48565 0.48478 3.26547 -0.2 -0.1 -0.1
O 3.97410 -1.22436 0.44048 -0.1 0.2 0.1
N 0.42585 2.31690 3.31674 0.0 0.0 0.0
C 1.73474 2.14699 3.16535 0.1 -0.1 -0.1
C 1.87107 -4.82166 -3.05978 0.1 0.2 -0.1
C 2.29100 1.57922 2.02589 -0.1 0.1 0.1
C -5.04670 1.89226 -0.95064 0.0 0.0 0.0
C -5.74570 1.22925 1.21821 -0.1 -0.1 -0.1
C 1.46736 1.17815 0.99009 0.0 0.1 0.1
C 3.00387 -2.72919 -2.21046 -0.3 0.1 0.4
C 2.21158 -0.33706 -2.64897 0.0 0.0 0.1
C 2.78099 -1.32546 -1.61044 0.0 -0.2 0.0
C -5.44994 2.27390 2.27372 0.1 0.0 0.1
C 4.03953 -0.79397 -0.92390 0.1 0.1 -0.2
C -4.69938 4.33223 1.35669 0.0 0.0 0.1
C 0.10027 1.34988 1.14862 0.1 0.0 0.1
C 1.54875 -4.11126 -0.67538 -0.1 0.0 -0.1
C -0.36939 1.92033 2.32662 -0.1 0.0 -0.2
C 1.76064 -3.62342 -2.11360 0.0 -0.1 0.0
H -4.85151 0.92205 -1.42096 0.0 0.0 0.0
H -6.33755 2.88949 2.45290 0.0 0.0 0.0
H 0.89792 -5.27452 -3.25178 0.0 -0.1 0.1
H 2.38744 2.47472 3.96757 0.0 0.0 0.0
H 2.28677 -4.52412 -4.02559 -0.1 0.0 0.0
H -5.20488 1.75987 3.20779 0.0 0.0 0.0
H 0.87921 -3.03984 -2.40468 0.1 0.1 -0.1
H -1.43443 2.07375 2.46509 0.0 0.0 0.0
H 1.15973 -3.33215 -0.01824 0.1 0.0 0.0
H 3.81121 -3.22356 -1.66064 0.1 0.0 -0.1
H -6.58830 0.62174 1.56071 0.0 0.0 0.0
H -5.50603 4.21949 0.62979 0.0 0.0 0.0
H 1.89676 0.76148 0.09267 0.0 -0.1 -0.1
H 2.53623 -5.58023 -2.64079 0.0 0.0 0.0
H 3.30579 -2.62825 -3.25511 0.1 0.0 0.0
H -4.13116 2.24980 -0.47415 0.0 0.0 0.0
H 2.66187 0.65394 -2.56425 0.0 0.0 0.0
H -5.00745 5.04656 2.12741 0.0 0.0 0.0
H 0.84387 -4.94521 -0.65591 0.0 0.1 0.0
H 2.49185 -4.46820 -0.25414 0.0 0.0 0.0
H -0.58973 1.04447 0.37246 0.0 0.0 0.0
H 2.38334 -0.68556 -3.66725 0.0 0.0 0.0
H 4.94522 -1.20340 -1.38083 0.0 0.1 0.0
H 1.13534 -0.20785 -2.52265 0.0 0.0 -0.1
H 2.03640 -1.44633 -0.81899 0.0 0.1 0.1
H -3.81720 4.72218 0.85133 0.0 0.0 0.0
H 4.10417 0.29608 -0.94652 -0.1 0.0 0.1
H -4.88193 0.56652 1.09478 0.0 0.0 0.0
H -5.34492 2.60150 -1.72100 0.0 0.0 0.0
```
Positions in Å, forces in eV/Å.

natural (NBO) population analysis, charges in e, atoms 1 to 6:
1. S 1.750
2. O -0.550
3. O -0.447
4. O -0.555
5. O -0.693
6. O -0.895

=====

The following is a DFT calculation (ωB97M-V/def2-TZVPD) of 3 unconnected molecules or ions with the total composition C16H29NO9S4 in a non-equilibrium geometry.

Values from the calculation:
Highest occupied orbital energy = -0.31669 Eh
Orbital gap = 7.9 eV

```
59
Properties=species:S:1:pos:R:3:forces:R:3
S -0.24952 -6.74714 2.59686 -0.2 0.0 0.3
S -1.47871 -1.52556 -1.59870 -6.9 -2.5 2.0
S 2.63284 -0.53833 -0.99607 7.6 3.5 2.9
S -0.80530 5.45958 -3.35994 0.1 -0.1 0.1
O 3.53537 -0.99185 0.21666 -4.1 0.4 -4.2
O -1.16127 3.59206 1.34842 -0.5 0.2 -2.8
O -1.20984 4.75276 -2.10026 0.4 0.2 -0.7
O -2.24203 -2.03368 -2.84538 4.5 2.7 3.2
O 3.04327 0.95971 -1.25334 -2.9 -4.6 0.0
O -0.84694 -6.64280 3.96881 0.2 -0.2 -0.6
O 0.23281 -1.79253 -1.55093 -1.8 1.6 0.0
O -2.32773 -2.05112 -0.39869 4.5 1.9 -3.7
O -1.46355 0.17147 -1.30066 2.2 -2.2 -0.2
N 1.08839 -3.72537 2.39316 -2.3 6.1 -0.8
C 0.77098 -8.24051 2.56031 0.0 -0.2 0.1
C 0.35392 6.77008 -2.89983 0.1 0.0 0.1
C -2.26706 5.73464 2.06390 0.4 0.1 0.5
C -0.23366 -1.51809 3.55900 2.1 -1.6 -4.4
C -1.40656 4.95666 0.86000 -0.9 1.7 1.1
C 3.21981 -1.48831 -2.52016 0.5 -1.2 -1.5
C 0.58106 -1.41481 0.84968 -0.4 -1.1 4.3
C -1.53465 -7.37709 1.49048 -0.1 -0.1 0.0
C -0.15985 -0.65996 2.12695 1.9 -3.9 0.4
C 0.44142 -3.01130 3.54535 -0.5 2.1 -1.7
C -0.04730 0.59730 -1.06249 1.8 0.8 -2.0
C 0.41620 4.42126 -4.19797 0.0 -0.1 0.1
C 1.13215 -2.93470 1.11603 -1.0 1.7 1.7
C 0.79301 -0.74396 -0.63516 -2.6 -1.2 1.8
C -1.30149 2.57881 0.29252 -0.1 -1.6 0.1
C 0.17123 2.00519 -0.24328 -1.0 0.9 -0.1
H -3.12644 6.41512 1.63988 1.7 -1.5 0.7
H 0.41191 -3.59933 4.58466 0.1 1.2 -2.7
H 0.19039 -9.09816 2.90835 0.0 0.1 0.0
H -0.07950 3.51106 -4.54371 0.0 0.2 0.1
H 1.62891 -8.09205 3.22025 -0.2 0.1 -0.1
H 1.12504 -8.41547 1.54165 0.0 0.1 0.1
H 0.53305 2.81484 -1.04099 -0.6 -2.0 1.8
H -0.18582 7.52611 -2.32477 0.0 -0.2 -0.1
H -0.40472 5.54295 0.71207 -1.7 -1.3 0.1
H -1.10234 -7.58133 0.50811 0.0 0.1 0.1
H 0.82406 4.95893 -5.05716 -0.1 0.0 0.1
H -1.89490 2.92209 -0.65546 1.1 -0.3 1.9
H -1.92855 1.68533 0.77419 1.4 1.9 -1.0
H 1.16042 6.35767 -2.28887 -0.1 -0.1 0.0
H 3.90513 -0.76611 -3.16054 -1.7 -1.1 1.7
H -1.97085 -8.28876 1.90560 0.1 0.1 0.0
H 3.91302 -2.41997 -2.24460 -1.8 2.2 0.0
H 0.97404 1.93814 0.61720 -1.8 -0.1 -1.8
H -0.74032 -1.08700 4.52240 1.1 -0.9 -2.2
H -2.72401 4.92987 2.81011 0.9 1.7 -1.8
H 2.32695 -1.87493 -3.17346 1.6 0.9 1.4
H 1.21872 4.15594 -3.50565 -0.1 0.1 0.0
H 1.64839 -3.46946 0.18111 -1.2 1.2 2.5
H 0.35515 0.83713 -2.15984 -0.7 -0.7 2.3
H -1.56777 6.45455 2.70924 -1.4 -1.7 -1.4
H -2.03250 5.03124 -0.12539 1.4 -0.6 2.0
H -0.58611 0.43724 2.03178 1.0 -2.6 0.2
H -2.31230 -6.61603 1.39161 0.2 0.0 0.1
H 0.76392 7.22803 -3.80306 -0.1 -0.1 0.0
```
Positions in Å, forces in eV/Å.

natural (NBO) population analysis, charges in e, atoms 1 to 6:
1. S 1.263
2. S 2.268
3. S 1.873
4. S 1.251
5. O -0.853
6. O -0.561

=====

The following is a DFT calculation (ωB97M-V/def2-TZVPD) of a molecular structure, C16H29OYb in a non-equilibrium geometry.

Values from the calculation:
Highest occupied orbital energy (spin up / spin down) = -0.55330 / -0.55319 Eh
Orbital gap (spin up / spin down) = 7.8 / 6.8 eV
Spin multiplicity = 2
Total charge = +2

```
47
Properties=species:S:1:pos:R:3:forces:R:3
Yb 0.44882 0.08831 0.01976 -0.4 -0.4 0.3
O 1.13006 0.64369 2.07263 0.2 0.2 1.3
C 0.69224 0.34326 -2.36089 -0.9 0.9 0.1
C -2.84010 0.86538 -1.18759 -0.3 0.0 -0.3
C -0.50366 1.97176 -1.23490 0.8 -0.3 -0.2
C -1.24318 -1.34561 -2.79067 -0.4 -0.5 -0.6
C 2.03948 2.37971 -1.45968 0.4 0.4 -0.4
C 0.78737 1.62616 -1.74440 -0.4 -0.1 0.3
C -0.42000 -2.88434 0.39604 0.4 -0.7 -0.2
C -0.68334 -0.04934 -2.31695 0.3 -0.2 1.0
C -1.34738 -1.75328 0.92440 -1.6 -0.2 0.6
C -1.39941 0.93261 -1.58565 -0.1 -0.4 0.2
C -1.10706 -4.26774 0.16021 -0.2 -0.6 -0.6
C 1.81542 -0.42017 -2.92603 0.6 -0.2 -1.0
C 2.57076 0.13076 3.91673 0.2 0.6 0.8
C 0.72608 1.88019 4.07936 0.3 0.5 0.7
C -0.80534 3.14714 -0.38385 -0.3 1.0 0.3
C 1.44732 0.87773 3.29376 -0.4 -1.1 -2.7
H -1.60265 -0.73344 0.47106 1.1 -0.6 0.0
H 1.99659 2.95345 -0.52497 0.0 -0.1 -0.2
H -1.75858 -1.19072 -3.76035 0.2 -0.2 0.4
H -1.00207 4.07476 -0.95451 0.1 -0.5 0.1
H 0.11739 -2.66111 -0.54084 -0.1 0.2 -0.1
H 2.07244 -0.03536 -3.93321 0.0 -0.2 0.4
H -0.32707 1.58938 4.27689 0.5 0.2 -0.3
H 0.79919 2.88199 3.59229 -0.3 -0.7 0.3
H 2.73013 -0.33185 -2.33561 0.1 0.0 0.0
H 1.28211 1.88901 5.02458 -0.7 0.6 0.0
H 2.69242 0.60815 4.89615 0.5 -0.5 -0.2
H -1.69193 2.99198 0.24106 0.2 0.0 -0.1
H 2.35024 -0.93317 4.09152 0.0 0.3 -0.3
H -3.52790 1.23208 -1.95486 0.2 0.1 -0.1
H 2.21090 3.10581 -2.26964 0.1 -0.1 0.3
H -0.39253 -5.01034 -0.23035 0.2 0.5 0.2
H 0.03446 3.38917 0.27649 -0.1 0.0 0.0
H -2.00141 -1.77933 -2.10103 0.5 0.3 -0.4
H -1.88531 -4.26116 -0.61387 0.0 0.4 0.3
H -0.45118 -2.09232 -2.97779 -0.4 0.3 0.1
H -2.40096 -2.06262 0.69568 0.7 -0.2 0.8
H -1.20560 -1.65724 2.03199 -0.5 0.1 -1.0
H 1.58109 -1.47396 -3.05916 0.0 -0.1 0.0
H -1.52502 -4.78145 1.04360 0.1 0.8 -0.1
H -3.14560 -0.15715 -1.00700 -0.1 -0.3 0.1
H 2.91812 1.72621 -1.43953 0.0 0.1 0.0
H 3.51361 0.24206 3.35644 -0.4 -0.2 0.0
H -3.04411 1.44934 -0.29652 0.0 0.1 0.2
H 0.35512 -3.13837 1.12923 0.0 0.6 0.0
```
Positions in Å, forces in eV/Å.

natural (NBO) population analysis, charges in e, atoms 1 to 6:
1. Yb 2.049
2. O -0.768
3. C -0.138
4. C -0.655
5. C -0.141
6. C -0.659

=====

The following is a DFT calculation (ωB97M-V/def2-TZVPD) of 2 unconnected molecules or ions with the total composition C16H30Br2F3NO5PS in a non-equilibrium geometry.

Values from the calculation:
Highest occupied orbital energy = -0.41165 Eh
Orbital gap = 9.1 eV
Total charge = +1

```
59
Properties=species:S:1:pos:R:3:forces:R:3
Br -7.79311 4.07397 0.41990 0.2 -0.4 -0.3
Br -4.45800 4.08030 -0.50974 0.0 0.0 0.1
S -1.04387 0.22625 1.77870 0.0 0.0 -0.1
P -2.62423 0.85985 0.83278 0.4 -0.5 0.5
F -5.51203 1.91223 0.76000 0.1 0.3 -0.2
F -7.06800 3.30258 -2.08003 0.0 -0.1 0.3
F -7.69028 1.66082 -0.78070 0.2 0.3 -0.1
O -2.51714 -0.75188 -1.18283 -0.5 -0.2 -0.1
O -0.39053 -0.16793 -1.41301 0.2 0.1 0.2
O 1.83199 -1.86204 -0.24174 0.3 -0.2 0.1
O 1.95075 1.77973 -1.23121 0.0 -0.2 -0.2
O -0.91755 -2.33408 -1.27752 -0.1 0.1 -0.1
N 3.42363 -3.10913 1.97793 0.1 0.0 0.0
C -3.54852 1.38179 -1.92461 -0.4 -0.6 0.0
C -0.42630 2.29680 -1.15825 0.3 -0.2 0.4
C -6.98434 2.81138 -0.82923 -0.4 0.2 0.3
C 3.80946 -3.13197 3.42017 0.0 -0.1 0.0
C 0.90673 2.44962 -1.89456 -0.1 0.2 0.1
C -5.50843 2.45868 -0.50227 -0.2 -0.3 -0.2
C 1.93131 -2.86812 1.91817 -0.1 0.1 0.0
C 4.00777 1.76590 -0.03286 0.1 0.1 -0.2
C -5.02059 1.40721 -1.51148 0.4 0.0 0.2
C -2.53946 0.67120 -1.03204 0.9 0.9 0.5
C -1.13854 1.03374 -1.56928 -0.4 0.3 -1.1
C 2.92452 2.63530 -0.65666 0.0 -0.1 0.1
C 1.29197 -2.89626 0.55526 -0.1 0.2 -0.2
C 4.19764 -2.01379 1.30929 0.2 -0.1 0.0
C -1.23853 -1.18497 -1.28682 0.1 -0.3 0.1
C 3.77673 -4.41658 1.35931 0.0 0.0 0.0
H -1.05074 3.15037 -1.41785 -0.3 0.0 0.0
H 0.81521 2.04856 -2.90559 0.0 -0.1 -0.1
H 4.94799 1.88000 -0.56643 0.1 0.0 0.0
H 0.22304 -2.72938 0.71664 0.1 -0.1 0.1
H 1.47765 -3.64489 2.53282 0.0 0.0 0.0
H -3.75287 0.10183 1.15799 -0.2 0.1 -0.2
H 3.70482 0.72658 -0.12127 -0.1 -0.1 0.1
H 3.55613 -4.37819 0.29770 0.0 0.0 0.0
H 3.34697 3.28182 -1.42767 0.0 0.1 -0.1
H 1.33941 -1.82528 -1.07009 -0.2 0.1 0.1
H -0.24265 2.31410 -0.08558 0.0 0.1 0.1
H -5.25902 0.43869 -1.07468 -0.3 -0.1 0.0
H 4.18064 2.02279 1.00786 0.0 -0.1 0.1
H -5.61587 1.52127 -2.41141 0.0 0.0 -0.1
H 4.10903 -2.11505 0.23574 -0.1 0.1 0.0
H 3.79730 -1.05869 1.63237 0.0 0.1 0.0
H 2.46299 3.27626 0.09896 -0.1 0.1 0.0
H 4.87690 -3.31968 3.49206 0.0 0.0 0.0
H 5.23863 -2.11103 1.61137 0.0 0.0 0.0
H 1.12461 3.51383 -1.99090 0.1 0.1 0.0
H -3.50929 0.81758 -2.85804 0.0 0.0 -0.1
H -3.17109 2.37060 -2.16437 0.0 0.2 0.1
H 1.76749 -1.89973 2.39043 0.0 0.0 0.0
H 3.19784 -5.20177 1.83931 0.0 0.0 0.0
H 3.56742 -2.16805 3.85915 0.0 0.0 0.0
H -1.29333 1.13140 -2.65273 0.0 0.0 -0.1
H -2.97320 2.17131 1.15658 -0.1 0.1 -0.3
H 3.25630 -3.92215 3.92079 0.0 0.0 0.0
H 4.83945 -4.59020 1.50642 0.0 0.0 0.0
H 1.40516 -3.87350 0.07377 0.0 0.0 0.1
```
Positions in Å, forces in eV/Å.

natural (NBO) population analysis, charges in e, atoms 1 to 6:
1. Br 0.056
2. Br 0.064
3. S -0.599
4. P 0.830
5. F -0.348
6. F -0.320

=====

The following is a DFT calculation (ωB97M-V/def2-TZVPD) of a molecular structure, C16H30CoGeNO4Si3.

Values from the calculation:
Highest occupied orbital energy (spin up / spin down) = -0.44218 / -0.44658 Eh
Orbital gap (spin up / spin down) = 8.4 / 5.9 eV
Spin multiplicity = 2
Total charge = +1

```
56
Properties=species:S:1:pos:R:3:forces:R:3
Ge 1.50772 -1.82793 -0.69151 0.1 -0.4 -0.2
Co 0.06362 -0.12243 -0.15005 0.1 0.4 0.1
Si 3.15894 -0.61265 -2.04977 0.0 0.1 0.0
Si 0.42410 -3.80161 -1.70634 0.0 -0.1 0.0
Si 2.90289 -2.85500 1.34503 0.0 0.0 0.0
O 0.70494 -0.01055 1.61256 -0.2 -0.1 0.1
O -0.85834 -0.21768 -1.77484 -0.2 -0.1 0.1
O 0.24860 -0.88548 3.63239 -0.1 0.1 0.0
O -2.72593 -1.15603 -2.60943 -0.1 0.1 0.1
N -1.35252 -0.97884 0.56384 0.0 0.2 -0.1
C 1.61994 -3.87459 2.21957 0.0 0.1 -0.1
C 3.52670 -1.37443 2.26166 0.0 -0.1 0.0
C -1.07916 -4.32434 -0.72477 0.0 0.1 0.0
C -2.37996 -1.19521 -0.24711 0.0 0.1 0.0
C -2.52448 -1.56794 2.49107 0.0 0.0 0.0
C -2.01843 -0.83780 -1.68965 0.1 -0.1 0.0
C -0.04948 -0.64098 2.49026 0.1 -0.2 -0.1
C 4.26000 0.42339 -0.94927 -0.1 -0.1 0.0
C 4.09907 -1.95449 -2.95541 0.0 0.1 0.0
C -3.56970 -1.64329 0.29309 0.0 0.0 0.0
C -1.36896 -1.11652 1.88470 0.0 0.1 0.0
C -0.01129 -3.09527 -3.38231 0.0 0.0 0.1
C -3.62589 -1.83136 1.67402 0.0 0.0 0.0
C 2.12862 0.42755 -3.21652 0.0 0.0 0.1
C 1.67364 -5.18643 -1.84229 -0.1 0.1 0.1
C 4.23239 -3.82981 0.48563 -0.1 0.1 0.0
H -1.32135 -5.36552 -0.94975 0.1 0.0 0.0
H 4.77191 1.18716 -1.53791 0.0 0.0 -0.1
H 2.62197 -4.84993 -2.26125 0.0 0.0 0.0
H 0.90031 -3.24646 2.74756 0.0 0.0 0.0
H 1.85991 -5.66851 -0.88144 0.0 0.0 0.0
H -4.54865 -2.17075 2.12462 0.0 0.0 0.0
H 4.75921 -4.40464 1.25466 0.0 0.0 0.0
H 1.34036 0.98586 -2.70855 0.0 0.0 0.0
H -4.41847 -1.82346 -0.35118 0.0 0.0 0.0
H 5.02682 -0.18289 -0.46433 0.0 0.0 0.0
H 4.38866 -0.92404 1.77219 0.0 0.0 0.0
H 3.83671 -1.72844 3.25164 0.0 0.0 0.0
H -1.94786 -3.72803 -1.00404 0.0 0.0 0.0
H 2.76779 1.15097 -3.72827 0.1 0.0 0.0
H 0.86473 -3.00024 -4.02428 0.0 0.0 0.0
H 1.64207 -0.18764 -3.97459 0.0 0.0 0.0
H 3.69080 0.93241 -0.16911 0.0 0.0 0.0
H 1.09474 -4.55922 1.55278 0.0 0.0 0.0
H 1.27837 -5.95017 -2.51692 -0.1 0.0 0.0
H 4.96453 -3.17835 0.00883 0.0 0.0 0.0
H -2.56054 -1.68326 3.56477 0.0 0.0 0.0
H -0.51227 -2.12735 -3.31255 0.1 -0.1 -0.1
H 3.84991 -4.53942 -0.24334 0.0 0.0 0.0
H 2.75379 -0.62460 2.41650 0.0 0.0 0.0
H 4.52880 -2.69755 -2.28310 0.0 0.0 0.0
H -0.92883 -4.24568 0.35422 0.0 0.0 0.0
H -0.70795 -3.78480 -3.86822 0.0 0.0 0.0
H 2.13732 -4.47977 2.97147 0.0 0.0 0.0
H 3.46761 -2.46846 -3.68032 0.0 0.0 0.0
H 4.92484 -1.49711 -3.50677 0.0 0.0 0.0
```
Positions in Å, forces in eV/Å.

natural (NBO) population analysis, charges in e, atoms 1 to 6:
1. Ge -0.006
2. Co 0.979
3. Si 1.355
4. Si 1.400
5. Si 1.645
6. O -0.759